No. 1
Density functional theory data (wB97M-V/def2-TZVPD) for H12O6Tl as an isolated structure in a non-equilibrium geometry.

Positions of all 19 atoms, in Å:
O  1.85  -1.13  -0.75
H  0.71  1.91  -0.76
O  -1.74  0.57  -0.76
Tl  -0.01  -0.40  0.32
O  -0.77  1.65  0.91
H  0.82  -2.93  -0.67
H  0.00  2.07  1.27
O  0.65  1.03  -1.13
H  -0.73  0.53  2.82
H  -1.30  2.37  0.56
O  0.00  -2.46  -0.53
H  0.57  -0.11  3.25
H  -0.62  -2.86  -1.12
H  2.76  -1.24  -0.45
H  -2.53  0.06  -0.93
H  0.60  1.17  -2.08
H  -2.00  1.48  -0.91
O  -0.12  -0.17  2.59
H  1.84  -1.53  -1.62

For the LUMO energy, the calculation gives -15.5 eV. As for the HOMO energy: -25.12 eV. Its relative energy (zero: lowest compared OMol25 entry of this formula, charge and spin) is 105.8 kJ/mol. The total energy comes out at -17137.5470 eV. The value obtained for the HOMO-LUMO gap is 9.6 eV. The total charge is +3.

Mulliken atomic charge list, values in e, 4 entries: number 1, O, carries -0.55; number 2, H, carries 0.35; number 3, O, carries -0.50; number 4, Tl, carries 2.01

---

No. 2
Density functional theory data (wB97M-V/def2-TZVPD) for C57H59F6N6O5P2RbS6 as an isolated structure in a non-equilibrium geometry.

Positions of all 142 atoms, in Å:
C  2.56  1.93  2.27
F  -0.97  2.42  -5.91
C  4.99  3.00  1.48
H  -5.16  -1.18  -0.47
H  1.23  2.86  7.13
C  4.39  3.44  2.65
H  -0.06  0.46  3.80
H  4.86  1.69  -0.20
H  -4.20  2.89  -1.81
H  1.61  1.52  2.56
C  0.72  1.58  5.47
H  -3.38  5.12  -2.05
C  -0.14  -6.52  -2.95
C  -1.30  4.20  1.92
S  -5.66  1.49  -0.05
C  2.87  -0.39  -2.51
H  8.25  -2.96  -0.15
H  3.02  6.32  -0.46
C  3.15  1.48  1.09
C  -0.21  -1.51  -4.90
C  -2.19  1.92  3.08
N  -0.12  0.81  -3.70
C  0.03  4.77  -0.15
C  2.70  -3.25  0.21
H  2.79  6.39  1.99
H  -3.19  -2.77  1.74
H  -5.58  -4.29  -2.35
C  7.25  -4.09  -1.67
H  1.56  0.91  5.63
H  8.15  -4.57  -2.03
C  -4.98  5.22  0.93
C  6.15  -2.58  -0.15
H  4.87  4.20  3.26
H  -6.93  -3.14  -2.35
O  0.24  3.14  -2.88
F  -1.21  4.25  -4.80
C  2.69  0.59  -1.54
H  -1.45  -5.13  -3.92
H  2.75  -1.43  -2.25
H  3.64  1.56  -5.17
H  -5.27  -1.28  -2.68
C  3.77  -1.06  0.46
H  1.09  -1.68  2.27
F  -0.99  -2.54  -5.27
H  -2.28  3.92  4.93
H  5.94  3.42  1.17
C  2.00  5.95  1.39
H  1.22  -7.68  -1.75
S  -1.61  2.44  1.40
C  -0.53  3.52  6.10
C  -0.21  -4.22  4.04
C  0.55  2.67  6.31
C  4.38  2.02  0.71
C  3.09  2.27  -3.22
H  -4.31  -1.27  2.87
H  5.97  -5.07  -3.08
H  -4.69  -0.50  1.34
O  -2.26  0.13  -4.84
O  -1.87  2.01  -2.36
S  -1.30  -1.39  2.34
C  3.17  2.91  3.04
H  -0.85  -3.26  -2.44
C  -4.96  -2.24  -2.27
H  2.75  -3.31  1.31
C  -0.72  -5.28  -3.14
N  -4.93  -2.10  -0.82
H  6.21  -1.89  0.68
H  1.23  5.27  -1.84
H  3.14  3.32  -3.51
H  -5.96  -3.37  -3.82
H  -6.75  -1.95  1.15
C  -1.50  2.94  -4.80
S  -0.75  2.17  -3.24
H  3.82  -1.22  1.55
H  2.68  3.25  3.95
H  -0.67  4.39  6.74
C  7.30  -3.18  -0.62
C  3.22  -0.05  -3.81
H  -6.77  -0.91  2.59
C  6.02  -4.38  -2.25
H  -3.85  6.72  -0.15
H  0.50  -2.29  4.62
H  -1.00  -6.04  3.16
S  -3.25  -4.18  -0.57
C  1.14  5.32  -0.76
H  -0.40  -7.35  -3.60
C  0.55  -4.38  -1.28
C  -3.96  4.86  -1.18
H  1.80  -5.83  -0.27
C  1.11  -5.65  -1.09
H  -5.24  5.85  1.77
C  2.76  1.93  -1.92
N  -4.50  3.58  -1.14
C  0.24  -3.44  1.37
C  -1.42  3.28  5.06
H  -0.32  -4.57  5.05
C  -4.79  -1.43  1.91
N  3.70  -2.31  -0.27
H  2.55  2.72  -1.21
C  -4.11  -2.84  -0.02
Rb  -0.80  0.10  -0.77
C  0.78  -6.70  -1.92
C  3.35  1.29  -4.16
H  4.66  -0.52  0.14
C  -0.57  -5.06  2.96
C  -6.27  -1.76  2.11
C  -0.16  1.34  4.43
P  0.89  -2.90  -0.24
S  -1.24  -0.30  -3.94
C  0.28  -2.40  2.43
N  -5.40  3.91  1.01
O  -1.62  -1.03  -2.77
H  -2.34  0.85  2.95
C  -5.93  -3.33  -2.73
C  -4.23  5.71  -0.15
P  2.31  0.10  0.19
C  4.90  -2.87  -0.71
H  2.95  -4.23  -0.18
C  -1.24  2.18  4.21
C  -5.14  3.09  0.00
H  -6.37  -2.64  2.74
H  -3.15  2.43  3.20
H  -0.53  -5.36  0.84
C  2.14  5.91  0.01
C  -0.32  -4.67  1.65
N  -4.07  -2.53  1.29
F  0.30  -0.95  -6.01
O  -0.27  1.85  1.15
H  3.91  -4.00  -2.25
H  -3.96  -2.46  -2.63
F  0.80  -1.98  -4.16
C  0.27  -2.97  3.80
F  -2.82  2.83  -4.84
H  -0.74  4.29  -0.75
C  0.89  5.40  1.99
H  -2.23  4.71  1.66
C  -0.38  -4.22  -2.31
C  4.86  -3.78  -1.78
H  3.38  -0.82  -4.55
H  0.79  5.41  3.08
C  -0.12  4.80  1.24
H  -1.15  4.22  3.00

For the LUMO energy (alpha / beta), the calculation gives 3.4 / 3.4 eV. As for the HOMO energy (alpha / beta): -2.07 / -0.43 eV. Its relative energy (zero: lowest compared OMol25 entry of this formula, charge and spin) is 28.9 kJ/mol. The total energy comes out at -179795.6130 eV. The value obtained for the HOMO-LUMO gap (alpha / beta) is 5.4 / 3.8 eV. The total charge is -2.

Mulliken atomic charge list, values in e, 4 entries: number 1, C, carries 0.02; number 2, F, carries -0.21; number 3, C, carries -1.08; number 4, H, carries -0.16

---

No. 3
Density functional theory data (wB97M-V/def2-TZVPD) for C33H32F5N6O2RuS3Se as an isolated structure in a non-equilibrium geometry.

Positions of all 83 atoms, in Å:
C  3.20  -3.46  0.08
C  -1.00  2.65  0.60
C  2.67  -6.13  -0.40
C  -0.12  -1.23  -4.69
H  4.72  -6.46  0.13
F  2.96  0.15  -1.19
S  -0.61  -1.26  2.08
N  -2.62  -3.13  -0.61
Ru  0.17  0.02  0.23
N  -1.72  -0.12  4.22
C  6.23  -0.95  -0.09
C  5.05  0.05  1.76
H  -0.97  4.79  -1.14
C  -3.88  -2.46  -0.81
C  -0.43  2.75  -0.68
O  -0.27  -3.55  -3.55
H  2.48  -3.52  -3.52
N  -0.36  -3.27  -0.61
C  3.94  -5.73  0.00
C  -1.95  -0.61  -6.10
C  -2.64  -4.51  -0.15
C  0.73  1.60  -2.36
H  3.37  -2.41  0.29
C  -2.40  -5.48  -1.30
F  7.32  -1.56  -0.58
H  -2.00  3.50  2.26
C  -1.44  -2.56  -0.86
S  -1.44  -0.99  -1.62
H  -4.96  -3.88  -2.04
F  5.16  -1.06  -2.20
H  1.17  0.66  -2.68
C  1.92  -3.85  -0.33
S  0.45  -2.29  -3.33
H  -2.27  0.58  4.68
H  1.67  -0.06  -4.88
N  -1.42  1.27  2.42
C  4.20  -4.39  0.24
H  -3.24  -5.48  -1.99
H  -5.45  -2.19  -2.23
H  -2.96  -0.77  -6.45
H  1.21  2.67  -4.15
H  -4.52  -2.67  0.04
H  2.47  -7.18  -0.58
C  -4.60  -2.85  -2.10
N  -0.89  1.45  1.21
H  -1.62  1.09  -7.35
H  -0.99  4.65  1.35
H  -3.94  -2.75  -2.96
C  -1.68  3.81  1.27
C  -1.41  -1.44  -5.13
C  0.88  -2.82  -0.48
C  2.18  -2.57  -3.93
C  0.13  3.89  -2.72
H  -1.97  -2.27  -4.72
C  6.19  -0.56  1.25
H  -1.79  -1.07  4.54
F  7.25  -0.77  2.04
H  -3.68  -1.38  -0.83
Se  2.37  1.11  1.65
H  -2.54  4.12  0.68
H  0.70  1.42  -6.60
H  2.79  -1.78  -3.50
C  0.74  2.71  -3.19
H  -2.27  -6.49  -0.92
F  5.02  0.43  3.04
N  0.20  1.61  -1.15
C  0.11  0.62  -6.18
C  -0.46  3.91  -1.49
C  5.13  -0.70  -0.91
H  5.19  -4.07  0.55
H  2.23  -2.57  -5.01
H  0.14  4.77  -3.34
C  4.01  -0.09  -0.38
C  -1.19  0.43  -6.61
H  -3.60  -4.70  0.31
H  -1.84  -4.63  0.59
H  -1.50  -5.19  -1.85
H  0.67  -5.50  -0.88
C  3.92  0.30  0.96
C  0.65  -0.21  -5.22
O  1.22  -1.61  -0.40
C  -1.31  0.11  2.95
C  1.66  -5.20  -0.57

For the LUMO energy (alpha / beta), the calculation gives -1.0 / -1.2 eV. As for the HOMO energy (alpha / beta): -7.44 / -7.39 eV. As for the spin multiplicity: 2. The total energy comes out at -161797.2704 eV. Its expectation value of S² is 0.764. The value obtained for the HOMO-LUMO gap (alpha / beta) is 6.4 / 6.2 eV. The total charge is 0.

Mulliken atomic charge list, values in e, 4 entries: number 1, C, carries 0.03; number 2, C, carries 0.54; number 3, C, carries -0.88; number 4, C, carries -0.05

---

No. 4
Density functional theory data (wB97M-V/def2-TZVPD) for an isolated molecule of C6H9OP in a non-equilibrium geometry.

Positions of all 17 atoms, in Å:
C  0.68  0.22  -0.14
H  -2.13  2.04  -0.99
C  -2.53  0.19  0.08
H  1.09  -3.20  0.14
H  -3.41  2.06  0.28
C  -2.40  1.73  -0.02
O  -3.56  -0.32  0.53
H  1.03  -2.33  -1.29
H  -1.51  2.10  0.49
C  1.48  -0.95  0.36
H  0.71  1.15  0.36
C  -1.36  -0.65  0.12
P  -1.10  -2.32  -0.05
H  2.52  -1.05  -0.13
H  0.40  0.27  -1.15
H  1.65  -0.76  1.48
C  0.82  -2.19  -0.13

For the LUMO energy, the calculation gives -0.5 eV. As for the HOMO energy: -8.70 eV. Its relative energy (zero: lowest compared OMol25 entry of this formula, charge and spin) is 230.6 kJ/mol. The total energy comes out at -17699.9091 eV. The value obtained for the HOMO-LUMO gap is 8.2 eV. The total charge is 0.

natural (NBO) atomic charge list, values in e, 4 entries: number 1, C, carries -0.29; number 2, H, carries 0.23; number 3, C, carries 0.45; number 4, H, carries 0.24